C6H13NO | ωB97M-V/def2-TZVPD

The geometry in XYZ format:
```
21
Properties=species:S:1:pos:R:3:forces:R:3
C 2.795967 -1.185267 -1.902936 0.229 0.179 1.037
C 1.798180 -0.409624 -1.081534 -0.095 -0.186 -0.480
C 0.604960 -0.872364 -0.719867 -0.101 0.623 -0.155
C -0.371175 -0.131246 0.105383 0.461 -1.518 -0.066
C -0.663795 1.151194 -0.021533 -0.708 1.367 0.173
N -1.501668 1.968621 0.747330 0.826 -1.060 -0.063
C -2.001383 3.161291 0.143021 -0.902 0.977 -0.266
H 3.261089 -0.607322 -2.697499 -0.186 0.033 -0.185
H 3.605754 -1.447173 -1.209964 0.125 -0.078 -0.226
H 2.385175 -2.119984 -2.267906 -0.127 -0.019 -0.238
H 2.082754 0.580448 -0.739226 0.141 -0.016 0.043
H 0.284838 -1.857626 -1.048989 0.102 -0.082 0.060
H -0.825877 -0.818785 0.812970 -0.542 0.615 0.241
H -0.239586 1.747121 -0.823514 0.329 -0.323 -0.089
H -2.113983 1.489563 1.393781 0.082 0.168 -0.112
H -1.378695 3.521320 -0.668799 0.393 -0.358 -0.134
H -2.025416 4.019009 0.823863 -0.171 -0.295 0.233
H -3.001253 3.041359 -0.303902 0.091 0.017 0.185
O -0.533895 -3.217149 2.243932 0.156 -0.563 0.118
H -0.452778 -2.306721 1.987020 -0.079 0.715 -0.129
H 0.372803 -3.531558 2.171597 -0.023 -0.195 0.052
```
Forces are in eV/Å.

Properties
highest occupied orbital energy = -7.71 eV
structure (SMILES) = C/C=C/C=C/NC.O
gap between HOMO and LUMO = 8.695 eV
DFT total energy = -9968.96203 eV